Density functional theory data (ωB97M-V/def2-TZVPD) for C12H14I2N2Pt as an isolated structure.

E_HOMO (spin up / spin down): -0.5847 / -0.5887 hartree
ΔE to the lowest compared entry with this formula, charge and spin: 0.890 eV
HOMO-LUMO gap (spin up / spin down): 0.297 / 0.170 Ha

```
! wB97M-V def2-TZVPD RIJCOSX def2/J DEFGRID3
* xyz 2 5
C 2.348 0.203 2.029
C 2.608 1.052 0.951
H 2.798 0.257 3.027
H 2.385 -0.813 1.628
H 1.242 0.301 2.077
H 1.665 0.905 0.268
H 2.713 2.107 1.228
H 3.436 0.895 0.222
C -2.477 -1.896 1.049
C -3.654 -2.552 1.275
C -4.686 -2.534 0.352
C -4.429 -1.780 -0.783
H -1.694 -1.893 1.761
H -3.837 -3.094 2.179
H -5.631 -3.072 0.513
H -5.204 -1.706 -1.516
N -2.276 -1.199 -0.089
C -3.231 -1.088 -1.049
C -2.849 -0.226 -2.170
N -1.607 0.305 -2.071
C -1.044 1.092 -3.004
C -3.055 0.956 -4.330
C -1.757 1.399 -4.134
H -0.057 1.422 -2.783
H -1.336 2.002 -4.903
C -3.547 0.161 -3.312
H -4.553 -0.192 -3.379
H -3.640 1.200 -5.228
Pt -0.587 -0.279 -0.525
I -1.275 1.732 1.015
I 1.007 -1.923 -1.219
*
```